No. 1
This record from OMol25 describes a molecular structure, C14H26Cl2MoO2 at a distorted geometry. The level of theory is wB97M-V/def2-TZVPD.

Each line ends with the Mulliken charge.
Positions of all 45 atoms, in Å:
C: -2.415 -2.747 2.555  -1.64
H: -1.133 1.647 2.268  0.37
H: -0.517 -2.989 1.638  0.13
Cl: 1.991 -2.031 -1.301  -0.34
C: -1.996 -3.248 0.134  -1.45
H: 0.786 -0.937 -3.931  0.24
C: -0.299 1.743 -0.380  0.40
H: -2.932 -2.783 -0.193  0.29
H: -2.201 -4.294 0.374  0.48
H: 2.911 0.658 -2.758  0.42
H: 2.634 0.677 2.363  0.40
C: 1.792 1.160 0.458  1.33
H: -1.725 3.318 -0.403  0.33
C: 3.153 0.976 -1.736  -1.76
O: -1.388 -0.865 -1.337  -0.58
C: 0.627 1.665 -1.496  0.93
H: 0.180 0.555 -3.417  0.34
H: 3.775 0.211 -1.266  0.41
C: -1.710 2.223 -0.477  -1.76
H: 3.724 1.908 -1.783  0.32
C: -1.470 -2.515 1.365  1.34
Cl: 1.427 -1.544 1.757  -0.26
H: -2.219 -0.364 -1.416  0.21
H: 0.226 2.763 2.492  0.34
H: -3.386 -2.281 2.355  0.36
H: 3.732 0.438 0.983  0.35
C: -1.163 -1.040 1.130  -1.34
H: -1.283 -3.212 -0.690  0.23
C: -0.042 1.736 2.204  -1.65
H: 1.179 2.282 -3.454  0.39
H: -2.143 1.951 -1.452  0.42
H: -2.564 -3.821 2.716  0.43
C: 0.315 1.920 -2.893  -1.88
C: 0.441 1.471 0.820  1.06
H: 0.427 1.058 2.921  0.41
H: -1.999 -2.315 3.471  0.36
H: -0.681 -0.617 2.022  0.75
C: 2.942 1.075 1.393  -1.64
H: -2.330 1.822 0.335  0.36
H: -0.624 2.464 -3.039  0.43
H: -2.061 -0.465 0.849  0.52
C: 1.903 1.204 -0.964  0.24
H: 3.362 2.076 1.553  0.35
O: 0.384 -0.468 -3.143  -0.38
Mo: 0.370 -0.461 -0.623  -0.25

Properties
charge	0
HOMO (alpha / beta)	-7.70 / -7.70	eV

No. 2
This record from OMol25 describes 4 unconnected molecules or ions with the total composition C14H26Cl2O10S at a distorted geometry. The level of theory is wB97M-V/def2-TZVPD.

Each line ends with the natural charge from an NBO analysis.
Positions of all 53 atoms, in Å:
O: 0.391 2.692 -0.881  -0.59
O: 2.432 -0.241 -0.775  -0.60
H: 2.463 -0.865 2.053  0.25
H: 3.797 0.053 1.338  0.25
H: -2.274 -0.739 -2.152  0.22
H: 3.261 1.219 -1.491  0.29
O: 2.486 -2.406 -0.441  -0.50
C: 3.856 1.567 -2.342  0.03
H: -3.497 0.182 3.865  0.22
H: -3.333 0.859 -0.573  0.20
Cl: 2.800 1.472 -3.773  -0.01
Cl: 4.593 3.822 -3.824  -0.04
C: 4.459 3.017 -2.209  0.07
H: -0.444 3.919 -2.928  0.25
H: 1.978 -3.265 2.126  0.21
H: 1.069 -4.199 0.949  0.22
O: -5.403 1.455 1.593  -0.57
C: 2.994 -3.562 0.235  -0.07
C: -4.989 0.586 2.313  0.80
H: 4.012 -1.653 1.659  0.22
C: 2.732 -1.152 -0.041  0.82
C: -4.609 -1.808 2.645  -0.07
H: -4.919 -3.133 4.315  0.22
H: -6.408 -2.478 3.613  0.22
O: 5.787 2.807 -1.797  -0.68
C: -4.279 0.894 3.612  -0.74
C: -2.763 1.225 -1.426  -0.07
S: 6.372 1.380 -2.309  2.55
H: -4.606 -2.611 1.909  0.20
H: 4.010 -3.389 0.589  0.18
C: -0.935 2.953 -2.839  -0.75
H: -1.995 3.119 -3.018  0.22
C: -5.376 -2.246 3.876  -0.64
H: -0.531 2.284 -3.598  0.25
H: 3.059 -4.333 -0.531  0.20
O: 4.972 0.742 -2.670  -0.69
H: -5.012 0.938 4.417  0.24
C: -2.748 0.173 -2.516  -0.64
H: 2.441 -4.939 1.793  0.22
O: 7.176 1.597 -3.448  -0.88
H: -3.565 -1.587 2.868  0.17
H: 3.973 3.655 -1.483  0.24
O: 6.923 0.748 -1.169  -0.90
C: 2.069 -4.018 1.343  -0.64
H: -3.807 1.868 3.514  0.25
O: -5.237 -0.703 1.992  -0.51
C: 3.287 -0.907 1.342  -0.74
H: -3.248 2.146 -1.748  0.18
O: -1.447 1.484 -0.925  -0.51
H: -2.183 0.505 -3.387  0.21
C: -0.618 2.397 -1.469  0.81
H: -5.402 -1.463 4.633  0.21
H: -3.764 -0.061 -2.833  0.22

Properties
SMILES string	O=S1(=O)O[C@@H](Cl)[C@@H](Cl)O1.CCOC(C)=O.CCOC(C)=O.CCOC(C)=O
charge	0
HOMO	-10.17	eV

No. 3
This record from OMol25 describes a molecular structure, C14H26CoGaI2N2O3S3 at a distorted geometry. The level of theory is wB97M-V/def2-TZVPD.

Each line ends with the natural charge from an NBO analysis.
Positions of all 52 atoms, in Å:
H: -0.498 5.887 3.497  0.27
H: -2.751 -1.438 -1.145  0.21
H: -2.247 -3.074 -1.729  0.22
H: -0.079 4.677 1.482  0.43
Co: 1.523 -2.640 -1.646  0.19
O: -2.462 0.700 0.380  -0.43
C: 0.506 -3.952 -2.212  0.60
Ga: -0.048 -0.836 0.053  1.30
N: -0.873 4.401 2.063  -0.48
S: 2.234 -0.823 -0.360  -0.17
C: 4.483 -1.758 0.828  -0.65
H: -2.410 1.582 2.255  0.43
I: 1.469 1.794 -2.028  0.75
H: 2.255 -2.706 2.087  0.23
H: -4.357 2.579 2.739  0.26
H: -1.653 0.418 -4.186  0.24
H: -3.616 -2.222 -2.492  0.29
C: -1.356 5.350 3.063  -0.44
C: 3.230 -0.977 1.201  -0.07
H: 2.682 1.064 1.704  0.20
H: -1.893 4.820 3.854  0.24
C: -1.408 -2.278 -4.259  -0.65
N: -2.287 2.563 2.513  -0.52
C: 2.435 -1.646 2.307  -0.63
C: -1.722 -1.414 -3.046  -0.04
C: -2.295 -0.069 -3.452  -0.65
C: -2.630 -2.088 -2.027  -0.64
H: 4.277 -2.821 0.676  0.22
C: 3.583 0.465 1.547  -0.64
C: -1.249 3.132 1.907  0.40
C: -1.241 0.736 0.478  -0.04
H: -3.476 3.460 3.983  0.25
H: 4.927 -1.356 -0.093  0.23
S: -0.220 2.193 0.806  0.29
O: 2.830 -4.667 -0.033  -0.31
O: -0.033 -4.891 -2.658  -0.31
H: 3.027 -1.572 3.230  0.29
H: -0.592 -1.832 -4.838  0.23
H: -2.055 6.062 2.605  0.26
H: -3.707 4.183 2.336  0.24
H: 4.179 0.474 2.465  0.29
H: 1.476 -1.132 2.465  0.20
I: 3.056 -2.755 -3.365  0.45
C: -3.514 3.258 2.908  -0.44
H: 4.169 0.915 0.739  0.24
C: 2.268 -3.810 -0.596  0.59
S: -0.051 -1.015 -2.299  -0.21
H: 5.213 -1.667 1.644  0.29
H: -2.302 -2.351 -4.893  0.29
H: -3.283 -0.217 -3.891  0.29
H: -1.108 -3.288 -3.984  0.22
H: -2.401 0.581 -2.583  0.21

Properties
charge	+4
multiplicity	5
HOMO (alpha / beta)	-21.29 / -21.28	eV